20
Properties=species:S:1:pos:R:3 method="wB97M-V/def2-TZVPD" charge=0 gap_ha=0.3951 e_lumo_ev=0.9 smiles="CCC(N)=O.CC" e_homo_ha=-0.3632 total_energy_ha=-328.2978
C -1.9062 3.0394 -0.4743
C -1.6374 1.5389 -0.6362
H -2.9842 3.1630 -0.5763
H -1.4422 3.5041 0.3897
H -1.6089 3.6355 -1.3438
H -2.5768 0.9985 -0.7551
H -0.9421 1.2992 -1.4346
H -1.2395 1.0329 0.2322
C 1.1569 -0.1125 0.4498
C 1.6936 0.1991 -0.9650
C 0.6292 -1.5145 0.5361
O 0.8060 -2.3914 -0.2804
N -0.2287 -1.7404 1.5678
H 1.9700 0.0751 1.1529
H 0.3749 0.6016 0.6562
H 0.9493 -0.0258 -1.7198
H 2.5558 -0.4557 -1.1065
H -0.7316 -2.6131 1.5129
H -0.6453 -1.1033 2.2220
H 2.1248 1.1973 -0.9629


18
Properties=species:S:1:pos:R:3 method="wB97M-V/def2-TZVPD" charge=+1 gap_ha="0.2265 / 0.2264" e_lumo_ev="-6.3 / -6.3" smiles="C=C/N=C1/COCC1=[NH2+]" e_homo_ha="-0.4566 / -0.4566" total_energy_ha=-418.3917
C 0.2968 -0.1128 0.5062
C 1.7655 -0.2563 0.9915
C -2.5857 -1.6855 0.4635
C 1.8820 1.2394 -0.7702
C -1.9817 -0.7437 1.3054
C 0.4430 0.6484 -0.6880
N -0.7058 -0.5129 1.1236
N -0.3857 1.0266 -1.6642
O 2.5205 0.8136 0.4013
H 1.9549 -0.2732 2.0465
H 2.0967 -1.1916 0.6823
H -2.1094 -2.1457 -0.3003
H -3.5355 -1.9536 0.6653
H 2.3181 0.7870 -1.7473
H 1.8625 2.3445 -1.0485
H -2.5134 -0.2621 2.1868
H 0.0017 1.4583 -2.4611
H -1.3244 0.8194 -1.6929